{"formula": "C11H14NO2Se", "method": "ωB97M-V with the def2-TZVPD basis set", "species": ["C", "C", "C", "C", "C", "C", "C", "C", "C", "C", "C", "N", "O", "O", "Se", "H", "H", "H", "H", "H", "H", "H", "H", "H", "H", "H", "H", "H", "H"], "positions_angstrom": [[-0.06995, -2.26114, -1.38694], [-0.90506, -1.69688, -0.46964], [0.83576, -1.42961, -2.05120], [-0.58684, -0.43125, -0.05272], [0.37804, 0.39364, -0.68211], [-1.46527, 0.16415, 0.96287], [3.08688, 1.40014, -1.62323], [2.12137, 0.57390, -2.58049], [2.34815, 2.54370, -1.00074], [-2.62078, -1.02632, 3.86766], [-3.16769, -0.26544, 2.60033], [1.11693, -0.13671, -1.75665], [-1.39379, 1.37295, 1.08360], [-2.19145, -0.68441, 1.61794], [0.69365, 2.06651, -0.10073], [-0.14862, -3.19759, -1.74637], [-1.64661, -2.31757, -0.09088], [1.47886, -1.87242, -2.89748], [3.33026, 0.81500, -0.65269], [3.87797, 1.58629, -2.21887], [1.64834, 1.28768, -3.15645], [2.64661, -0.31190, -2.95630], [3.09285, 3.03573, -0.18999], [2.24284, 3.30835, -1.87990], [-3.12540, -1.87871, 3.77282], [-1.52418, -1.17040, 3.92848], [-2.93647, -0.40237, 4.78999], [-2.95994, 0.91341, 2.70332], [-4.15643, -0.37874, 2.16638]], "forces_ev_per_angstrom": [[1.6, 3.6, -1.3], [2.0, 0.1, -0.5], [1.5, -1.5, -1.2], [-0.8, 0.2, -0.2], [1.0, -1.8, -1.6], [0.9, 1.6, -0.3], [-3.6, -3.4, 3.4], [1.8, -1.4, 4.1], [2.4, 2.9, -1.2], [-0.4, 5.0, 0.9], [3.4, 3.8, 1.2], [-2.6, -1.0, 1.6], [-0.9, -0.2, 0.8], [-0.5, -0.8, -1.1], [0.3, 2.4, 0.7], [-0.4, -3.1, -1.0], [-1.4, -0.4, 1.1], [-1.2, 0.8, 1.4], [0.3, 0.0, -2.1], [3.0, 1.2, -1.4], [-1.0, 0.9, -2.0], [0.1, 1.1, -1.0], [-2.1, -1.0, -1.7], [-0.5, -0.8, 2.0], [-1.6, -4.0, 0.7], [-0.8, 0.3, -0.6], [0.4, -1.4, -1.3], [-0.8, -2.6, -0.1], [-0.1, -0.6, 0.5]], "homo_lumo_gap_ev": 8.19, "mol_weight_g_mol": 271.2, "largest_force_ha_per_bohr": 0.1159, "total_charge": 1}

=====

{"formula": "C11H14NP", "method": "ωB97M-V with the def2-TZVPD basis set", "species": ["C", "C", "C", "C", "C", "C", "C", "C", "C", "C", "C", "N", "P", "H", "H", "H", "H", "H", "H", "H", "H", "H", "H", "H", "H", "H", "H"], "positions_angstrom": [[-1.00363, 2.64413, -0.08193], [-0.77796, 1.64030, 0.86010], [-0.23992, 2.49008, -1.24256], [0.12142, 0.58931, 0.66731], [0.53121, 1.38780, -1.54617], [0.80171, 0.47139, -0.54510], [0.34599, -0.38258, 1.70175], [-1.43497, -1.64042, 1.73028], [1.24101, 1.18185, -2.82217], [1.52315, -0.76158, -0.82804], [-1.20098, -2.88517, 1.02290], [-2.32950, -0.96703, 2.20329], [1.60636, -0.34704, 2.82932], [-1.59623, 3.51212, 0.07791], [-1.16783, 1.83133, 1.84782], [-0.31363, 3.32406, -1.94882], [0.80108, 1.86167, -3.54102], [2.28030, 1.33293, -2.65404], [1.14517, 0.22368, -3.25529], [2.20086, -0.60916, -1.62944], [2.04672, -1.29668, 0.03642], [0.76186, -1.41891, -1.26881], [-1.98462, -3.58267, 1.33135], [-1.13145, -2.55899, 0.01147], [-0.18356, -3.19209, 1.42527], [-3.17560, -1.40774, 2.16484], [1.13306, -1.44058, 3.45335]], "forces_ev_per_angstrom": [[2.2, -2.1, -0.4], [-0.3, 1.2, 0.8], [-1.3, 1.5, -0.9], [-0.1, 0.8, -0.3], [0.5, -0.3, 1.0], [-1.5, 0.2, 1.0], [-1.7, -1.7, 1.4], [3.8, 3.2, 0.1], [-0.9, 1.4, -0.6], [0.7, -1.9, 0.5], [1.5, -0.3, 2.2], [1.8, 1.5, 0.5], [-0.8, 1.0, -1.6], [-0.4, 0.4, 0.2], [-0.3, -0.5, 0.2], [0.1, -0.5, -0.2], [0.5, 0.4, -0.4], [1.0, 0.4, -0.3], [-0.4, -1.3, -0.2], [1.0, -0.1, -0.5], [-0.9, 1.0, -1.2], [0.2, -0.5, 0.2], [0.1, -0.3, -0.7], [0.0, -0.5, -1.1], [-1.2, -0.2, -0.9], [-3.3, -1.5, 0.0], [-0.3, -1.6, 1.2]], "homo_lumo_gap_ev": 8.21, "mol_weight_g_mol": 191.2, "largest_force_ha_per_bohr": 0.0958}

=====

{"formula": "C11H14NS", "method": "ωB97M-V with the def2-TZVPD basis set", "species": ["C", "C", "C", "N", "C", "C", "C", "C", "C", "C", "C", "C", "S", "H", "H", "H", "H", "H", "H", "H", "H", "H", "H", "H", "H", "H", "H"], "positions_angstrom": [[1.49199, -2.19314, -0.95936], [1.76037, -0.91476, -0.21617], [0.85572, -0.03238, 0.35877], [-0.52178, -0.20540, 0.36624], [-0.96904, -1.40053, 0.83461], [-2.30733, -1.75161, 0.76345], [-3.21172, -0.93171, 0.13937], [-2.72959, 0.23558, -0.34265], [-1.40411, 0.66092, -0.18806], [-0.88923, 1.87492, -0.82253], [1.45996, 1.06497, 1.23247], [2.97164, 1.12857, 0.73552], [3.32871, -0.36610, -0.20006], [0.48873, -2.38888, -1.40135], [1.95760, -3.01830, -0.54752], [1.98948, -2.23430, -2.02155], [-0.28024, -2.03180, 1.28093], [-2.70787, -2.50057, 1.41089], [-4.19233, -1.26466, 0.05886], [-3.34694, 0.74116, -1.12520], [-1.67080, 2.41435, -1.37624], [-0.36416, 2.60151, -0.15378], [-0.00494, 1.85452, -1.43960], [1.01303, 2.03431, 1.21502], [1.42790, 0.60360, 2.33017], [3.06728, 1.94763, 0.03094], [3.71495, 1.33929, 1.58401]], "forces_ev_per_angstrom": [[-0.4, 1.3, -4.3], [-3.5, 0.8, -0.1], [2.8, 0.2, -0.4], [-1.6, -1.8, 0.1], [-2.3, 0.8, -0.4], [0.8, 0.3, 1.3], [1.6, -0.3, 0.5], [-0.3, 1.9, -2.4], [0.1, -0.8, -0.8], [0.5, 2.5, 0.2], [1.9, -2.7, 1.3], [-0.3, 1.1, 1.5], [2.3, 0.0, 0.5], [0.1, 0.2, 1.5], [0.4, -1.8, 1.4], [-0.1, 0.8, 1.9], [1.4, -0.8, 0.8], [0.3, -1.1, -0.2], [-1.7, -0.2, -0.3], [0.5, 0.3, 1.3], [0.3, -0.2, 0.4], [-1.3, -0.4, 0.4], [0.1, -1.4, -0.9], [-0.4, 0.5, 0.1], [0.0, 1.3, -2.0], [0.0, 0.2, -0.1], [-1.1, -0.6, -1.3]], "homo_lumo_gap_ev": [7.35, 7.35], "mol_weight_g_mol": 192.3, "smiles": "CC1=C([n+]2ccccc2C)CCS1", "largest_force_ha_per_bohr": 0.0875, "total_charge": 1}

=====

{"formula": "C11H14NS2", "method": "ωB97M-V with the def2-TZVPD basis set", "species": ["C", "C", "C", "C", "C", "C", "C", "C", "C", "N", "C", "C", "S", "S", "H", "H", "H", "H", "H", "H", "H", "H", "H", "H", "H", "H", "H", "H"], "positions_angstrom": [[2.85129, 0.95674, -0.11676], [1.48291, 1.41520, 0.18959], [0.25747, 0.50036, 0.04388], [-0.03754, -0.92104, -0.40024], [0.86244, -1.90240, -0.05509], [0.50501, -3.21367, -0.25139], [-0.62481, -3.47930, -1.03676], [-1.40825, -2.49475, -1.51178], [-1.06741, -1.15043, -1.24015], [-0.84553, 1.25004, 0.58865], [-1.04168, 1.00058, 2.00176], [-0.80844, 2.70955, 0.24336], [-1.34766, 2.92884, -1.47235], [1.03543, 3.03446, 0.46899], [3.21022, 0.38911, 0.73344], [3.47813, 1.67457, -0.45236], [2.78504, 0.03706, -0.85548], [1.59738, -1.66375, 0.61678], [0.94135, -4.15644, 0.12820], [-0.89234, -4.50229, -1.06772], [-2.26682, -2.65441, -2.04751], [-1.83820, -0.41559, -1.62275], [-1.67288, 0.81517, 0.21768], [-1.17476, -0.11707, 2.16815], [-0.07752, 1.14092, 2.73599], [-1.84996, 1.57896, 2.48596], [-1.37375, 3.14582, 0.92716], [-0.67913, 4.09376, -1.41923]], "forces_ev_per_angstrom": [[-2.3, -4.6, -0.2], [-5.3, -4.8, -1.8], [5.5, 2.9, 0.3], [2.1, 3.5, 0.2], [-1.4, -1.7, 0.5], [-0.4, -1.2, -1.0], [0.9, -0.7, 1.3], [1.3, 2.3, 0.4], [-3.2, -0.9, -1.0], [-1.1, 0.2, -0.1], [2.1, -1.6, 5.0], [3.8, -3.1, -2.8], [0.3, 0.5, 0.5], [-0.8, 0.8, 0.5], [0.6, 0.5, 0.5], [2.1, 2.2, -0.9], [0.0, 2.1, 0.9], [2.0, 0.5, 1.4], [0.5, 1.2, 0.1], [-0.5, -0.8, -0.6], [-1.9, -0.7, -1.3], [1.3, -0.4, 0.6], [-0.9, 0.1, -0.9], [-0.4, 1.4, -0.6], [-2.0, 0.3, -2.4], [0.2, -0.3, -0.7], [-2.3, 2.5, 2.9], [-0.3, 0.1, -0.6]], "homo_lumo_gap_ev": 8.27, "mol_weight_g_mol": 224.4, "smiles": "CC1=C(c2ccccc2)[N@@H+](C)[C@H](S)S1", "largest_force_ha_per_bohr": 0.1435, "total_charge": 1}

=====

{"formula": "C11H14O", "method": "ωB97M-V with the def2-TZVPD basis set", "species": ["O", "C", "C", "C", "C", "C", "C", "C", "C", "C", "C", "C", "H", "H", "H", "H", "H", "H", "H", "H", "H", "H", "H", "H", "H", "H"], "positions_angstrom": [[-2.83412, 0.23794, 0.16231], [-2.23434, -0.56045, -0.78105], [-0.79647, -1.14975, -0.61821], [-0.59438, -2.10276, 0.58742], [-0.29989, -1.33137, 1.81824], [1.12584, -0.74990, 1.68484], [1.05600, 0.23438, 0.59697], [2.00271, 1.30385, 0.55392], [2.04022, 2.15711, -0.56300], [1.20141, 1.91626, -1.62988], [0.28444, 0.73507, -1.70431], [0.27294, 0.00342, -0.55397], [-2.77069, 0.85610, 0.96937], [-2.82018, -1.52057, -0.90311], [-2.47912, -0.04306, -1.70243], [-0.68120, -1.64225, -1.58035], [-1.37475, -2.85785, 0.73794], [0.30743, -2.72646, 0.27761], [-1.03734, -0.49705, 1.92812], [-0.38504, -1.87736, 2.71811], [1.46069, -0.27396, 2.72197], [1.78792, -1.62804, 1.47183], [2.59206, 1.57706, 1.45485], [2.72225, 2.92465, -0.61474], [1.10363, 2.55350, -2.42763], [-0.10353, 0.51662, -2.69573]], "forces_ev_per_angstrom": [[-2.3, 2.0, 3.1], [0.3, -1.9, -0.1], [0.1, 1.6, 0.8], [0.5, -1.4, -2.0], [0.3, 1.6, 0.4], [-0.7, -0.3, 2.9], [2.5, 1.9, -1.5], [-1.2, -0.2, 0.2], [-1.7, -2.2, 0.3], [-2.0, -3.5, 0.8], [4.0, 4.1, 0.8], [-2.1, -2.3, -0.1], [1.3, -2.1, -2.5], [0.0, 0.8, 0.6], [1.1, 0.1, -0.7], [0.3, -0.4, 0.0], [-0.3, 0.4, -0.3], [-0.8, 0.6, 0.6], [0.6, -0.5, -0.1], [-0.1, -1.0, 0.9], [-0.5, -0.8, -2.3], [-0.2, 0.9, 0.1], [-0.3, -0.6, -0.7], [1.3, 1.8, 0.0], [0.4, 1.6, -1.9], [-0.6, -0.2, 0.6]], "homo_lumo_gap_ev": 9.51, "mol_weight_g_mol": 162.2, "smiles": "OC[C@@H]1CCCc2ccccc21", "largest_force_ha_per_bohr": 0.1129}

=====

{"formula": "C11H14O", "method": "ωB97M-V with the def2-TZVPD basis set", "species": ["C", "C", "C", "C", "C", "C", "C", "C", "C", "C", "O", "C", "H", "H", "H", "H", "H", "H", "H", "H", "H", "H", "H", "H", "H", "H"], "positions_angstrom": [[-2.51129, -0.71025, -0.22708], [-1.88813, -0.79455, 0.98351], [-0.55794, -0.14914, 1.24678], [0.16789, -0.09251, -0.08005], [1.08470, -1.07364, -0.49543], [2.07251, -0.82609, -1.37455], [2.28118, 0.46724, -1.78238], [1.43777, 1.52947, -1.37965], [1.72625, 2.88182, -1.91874], [0.31735, 1.18765, -0.63243], [-2.59868, -1.55129, 1.90277], [-1.91297, -2.01761, 2.97126], [-2.18721, -0.14797, -1.09070], [-3.39782, -1.32800, -0.45161], [0.12216, -0.69457, 2.00234], [-0.88935, 0.88144, 1.50678], [0.88789, -2.06947, -0.13258], [2.61931, -1.56552, -1.97947], [3.14788, 0.73624, -2.42843], [0.86644, 3.43982, -2.23504], [2.31958, 3.39369, -1.18441], [2.34181, 2.84073, -2.83174], [-0.30257, 1.98777, -0.24668], [-0.92662, -2.53820, 2.83252], [-1.66786, -1.04002, 3.48723], [-2.55227, -2.74700, 3.53778]], "forces_ev_per_angstrom": [[0.0, -0.7, 0.7], [-2.1, -1.3, -2.2], [-0.5, -0.7, 0.0], [2.3, 1.6, 0.4], [-2.5, -0.9, 1.4], [1.1, 0.1, -2.3], [0.5, 2.0, -0.3], [0.0, -1.9, -1.4], [0.7, 0.0, -0.7], [0.7, 0.2, 0.8], [-0.4, 0.1, -2.5], [1.5, 0.4, 2.9], [0.5, 0.1, 0.3], [0.4, 0.5, 0.6], [-1.4, 1.2, -1.0], [1.1, -0.5, 0.5], [0.2, -0.4, 0.1], [-0.1, -0.1, 1.1], [-0.8, -0.4, 0.4], [-0.6, 0.4, 0.4], [0.1, 0.8, 0.3], [0.0, -0.3, 0.4], [-0.3, 0.1, -0.1], [-0.8, 0.3, -0.6], [0.0, -1.5, 0.9], [0.5, 1.1, -0.3]], "homo_lumo_gap_ev": 9.09, "mol_weight_g_mol": 162.2, "smiles": "C=C(Cc1cccc(C)c1)OC", "largest_force_ha_per_bohr": 0.0645}

=====

{"formula": "C11H15AlF4LuPS", "method": "ωB97M-V with the def2-TZVPD basis set", "species": ["C", "C", "C", "C", "C", "C", "C", "Al", "F", "C", "C", "C", "F", "F", "F", "P", "S", "C", "H", "H", "H", "H", "H", "H", "H", "H", "H", "H", "H", "H", "H", "H", "H", "Lu"], "positions_angstrom": [[4.46672, -1.47905, 1.17523], [3.52469, -0.63065, 0.38059], [3.68900, -0.58940, -1.02258], [2.87308, 0.20421, -1.82170], [1.88364, 0.97585, -1.24455], [1.67288, 0.93052, 0.16687], [0.62793, 1.72085, 0.73608], [-1.11515, 1.17604, -0.19765], [-1.12038, 1.43126, -1.84492], [-1.68913, -0.72871, 0.07137], [-3.13066, -0.94674, 0.60147], [-3.90665, -2.00660, -0.11324], [-3.87037, -1.82601, -1.56197], [-3.49224, -3.22381, 0.08507], [-5.18830, -1.95238, 0.15768], [-2.67457, 2.85155, 0.68009], [-2.28757, 4.53032, -0.21859], [2.50870, 0.10315, 0.95404], [5.46088, -1.36153, 0.75619], [4.21855, -2.52906, 1.06245], [4.47564, -1.18853, 2.21599], [4.46182, -1.17563, -1.49351], [3.01580, 0.22571, -2.88837], [1.28776, 1.60552, -1.88347], [0.78468, 2.80453, 0.68066], [0.51527, 1.47165, 1.79157], [-1.59798, -1.20401, -0.90361], [-0.99919, -1.24567, 0.73161], [-3.07563, -1.27900, 1.63195], [-3.75692, -0.06001, 0.59029], [-2.52991, 2.86124, 2.07839], [-3.94102, 2.37850, 0.29536], [2.37383, 0.06241, 2.02349], [-3.46519, -1.90654, -3.67227]], "forces_ev_per_angstrom": [[0.0, 0.4, -0.3], [-0.1, 0.0, 0.2], [-0.4, 0.3, -0.1], [-0.3, 0.3, 0.2], [0.8, -0.2, -0.4], [-0.4, 0.0, -0.7], [1.0, 0.6, 1.7], [0.1, -1.8, -0.9], [-0.1, 0.3, 0.0], [-0.4, 0.5, 0.3], [0.8, 0.2, -0.5], [-0.6, 0.0, 1.5], [0.1, 0.2, -0.2], [0.5, -0.5, -0.3], [-0.4, 0.1, -0.2], [0.2, 1.3, -0.1], [0.1, -0.2, 0.1], [0.2, -0.8, -0.2], [0.3, 0.0, 0.1], [-0.2, -0.2, 0.1], [0.0, -0.1, 0.2], [0.2, -0.1, 0.0], [0.1, 0.0, -0.2], [-0.3, 0.1, 0.1], [-0.7, 0.2, -0.8], [-0.2, 0.1, 0.1], [0.2, 0.0, -0.2], [0.1, -0.2, 0.0], [-0.3, -0.1, 0.2], [-0.2, 0.1, -0.1], [-0.3, -0.2, 0.0], [0.0, -0.3, 0.4], [-0.1, 0.1, 0.2], [0.1, 0.0, -0.5]], "homo_lumo_gap_ev": 2.88, "mol_weight_g_mol": 488.2, "largest_force_ha_per_bohr": 0.0403, "total_charge": 2}

=====

{"formula": "C11H15BN6O2Os", "method": "ωB97M-V with the def2-TZVPD basis set", "species": ["H", "N", "B", "N", "C", "Os", "H", "C", "H", "C", "H", "C", "H", "H", "H", "N", "N", "N", "N", "C", "C", "H", "H", "C", "C", "C", "C", "H", "H", "H", "H", "H", "O", "C", "O", "H"], "positions_angstrom": [[2.22259, 3.69399, 0.99888], [1.23608, 1.98304, 0.19907], [-0.06330, 0.43746, -1.47815], [0.37550, 1.79841, -0.88833], [0.29555, 2.96730, -1.56912], [2.01728, 0.70233, 1.61809], [-0.24354, 2.99920, -2.50736], [1.02483, 3.93677, -0.90221], [1.14474, 4.96201, -1.19909], [1.59153, 3.30633, 0.20982], [0.15445, 0.57293, -2.67190], [-2.21846, -2.81553, 3.59665], [-1.56930, -3.05290, 4.44271], [-1.60551, -2.39385, 2.79625], [-2.69342, -3.72723, 3.22693], [-1.60522, 0.02851, -1.46593], [0.96162, -0.65487, -1.10982], [-2.45689, -0.27304, -0.39158], [1.80590, -0.57479, -0.01060], [-2.30503, -0.09480, -2.63053], [1.36644, -1.69101, -1.88385], [-1.82533, 0.09531, -3.58266], [0.84938, -1.89594, -2.81231], [-3.60599, -0.49150, -2.33974], [2.44708, -2.31018, -1.27418], [-3.65233, -0.58698, -0.92498], [2.68713, -1.60960, -0.08985], [-4.39039, -0.69102, -3.04377], [2.99328, -3.16213, -1.62965], [-4.52573, -0.87775, -0.34898], [3.37607, -1.77569, 0.72955], [-2.94550, -2.14459, 3.89385], [2.26576, 1.25968, 4.61544], [2.53520, 1.07660, 3.45846], [3.61480, 1.02008, 2.66740], [0.74074, -0.01658, 2.30150]], "forces_ev_per_angstrom": [[0.0, 0.1, -0.1], [-1.6, 1.0, -0.3], [0.6, 0.0, -1.6], [0.6, 0.3, 0.6], [0.3, -0.9, 0.9], [-1.3, 0.1, -3.2], [0.0, 0.1, 0.2], [0.4, 0.0, 0.6], [0.0, 0.1, 0.0], [-0.8, -0.4, -1.0], [-0.5, 0.0, 0.3], [1.6, -1.5, -0.6], [-0.1, 0.0, -0.1], [-0.1, 0.0, 0.0], [0.1, 0.1, 0.1], [-0.9, 0.0, -2.1], [0.7, -0.1, 1.1], [-1.2, -0.4, -0.5], [-0.2, -1.6, -0.8], [3.5, 0.8, 1.5], [0.0, 0.7, 0.9], [-0.1, 0.0, 0.1], [0.2, 0.0, 0.1], [-1.6, -0.5, 1.5], [0.2, -0.1, 0.5], [0.8, 0.2, -0.1], [-1.0, 0.1, -0.9], [-0.2, 0.0, -0.1], [0.0, -0.1, -0.1], [0.4, 0.1, 0.2], [0.2, -0.1, -0.3], [-1.5, 1.4, 0.6], [0.5, -0.6, -3.4], [0.6, 1.2, 5.2], [-0.4, -0.5, 1.0], [0.5, 0.4, 0.0]], "homo_lumo_gap_ev": [7.04, 6.02], "mol_weight_g_mol": 464.3, "s2": 6.05, "spin_multiplicity": 5, "largest_force_ha_per_bohr": 0.1039, "total_charge": 2}